No. 1
79
Properties=species:S:1:pos:R:3:forces:R:3 method="wB97M-V/def2-TZVPD" homo_lumo_gap_ev=6.50 lumo_energy_ev=-12.7227 charge=+4 energy_ev=-66812.68408
Ta -0.523 0.499 -0.114 -1.0285 0.4193 -0.7598
C -5.075 -5.172 -0.627 -0.1760 -0.0649 -0.1377
C -4.044 -4.150 -0.281 0.0672 0.1372 0.0635
C -2.957 -4.442 0.535 0.0190 0.0436 -0.0597
C -1.917 -3.530 0.785 0.1356 0.3709 -0.2292
C -0.895 -4.037 1.683 -0.0385 -0.1452 0.1426
N 0.384 -3.887 1.687 -0.0724 0.0116 -0.0251
C 1.246 -3.289 0.672 0.3203 0.2532 -0.1152
C 2.210 -2.274 1.295 -0.0383 0.0518 -0.0605
C 2.944 -1.521 0.179 -0.3567 -0.3166 0.2314
N 4.090 -0.758 0.667 0.0403 0.1697 -0.0145
C 4.170 0.366 1.311 0.1536 -0.1034 0.0314
C 3.226 1.274 1.910 -0.3851 -0.0115 -0.2144
C 3.851 2.105 2.872 -0.0495 -0.0299 0.0453
C 3.170 2.949 3.735 -0.1218 -0.0713 -0.1022
C 3.875 3.781 4.756 0.0086 0.2066 0.0771
C 1.787 2.981 3.591 0.1315 0.0213 0.0663
C 1.119 2.240 2.610 0.1286 -0.1949 -0.2774
C -0.318 2.385 2.537 -0.0535 0.0623 0.1008
N -1.146 1.824 1.731 0.4971 -1.0710 -1.4830
C -2.566 2.183 1.840 -0.4581 0.2368 -0.0532
C -3.032 2.866 0.554 -0.0072 -0.1666 0.1098
C -3.537 1.871 -0.490 -0.1421 0.4949 -0.1830
N -2.823 0.576 -0.422 1.0174 0.0432 0.2350
C -3.547 -0.470 -0.621 0.0761 0.0224 0.0890
C -3.195 -1.857 -0.401 0.3842 -0.0943 0.0510
C -4.164 -2.825 -0.691 -0.0436 -0.1154 0.0655
C -2.006 -2.218 0.266 -0.6291 -0.4936 -0.1414
O -1.069 -1.284 0.467 0.7101 0.7898 0.3612
C 1.823 1.397 1.739 0.2927 0.5162 0.7189
O 1.126 0.802 0.767 -0.1575 -0.7541 -0.0861
H -4.938 -6.096 -0.073 -0.0126 0.0100 0.0255
H -5.030 -5.409 -1.693 0.0592 -0.0109 0.0216
H -6.080 -4.792 -0.441 0.0160 -0.0217 0.0676
H -2.898 -5.430 0.979 0.0152 -0.0034 0.0046
H -1.282 -4.687 2.464 0.1255 0.0122 0.0721
H 0.889 -4.342 2.445 -0.0849 -0.1191 0.0143
H 0.637 -2.826 -0.098 -0.1240 -0.0726 -0.0001
H 1.811 -4.104 0.213 -0.0650 -0.0241 0.0121
H 2.933 -2.788 1.933 -0.0278 0.0036 0.0372
H 1.647 -1.572 1.915 0.0609 -0.0010 0.0472
H 2.262 -0.849 -0.330 0.0511 0.0476 -0.1136
H 3.331 -2.234 -0.549 0.0808 0.0550 -0.0121
H 4.984 -1.204 0.491 0.0636 0.0920 -0.0536
H 5.198 0.646 1.520 0.0205 -0.0675 -0.0163
H 4.930 2.062 2.965 0.0012 -0.0578 -0.0114
H 4.913 3.481 4.878 -0.0031 -0.0171 0.0091
H 3.377 3.720 5.724 0.0195 -0.0526 -0.0017
H 3.862 4.832 4.461 0.0209 -0.0231 -0.0205
H 1.208 3.616 4.254 -0.0348 -0.0020 -0.0223
H -0.735 3.063 3.282 -0.0685 -0.0398 -0.0180
H -2.718 2.849 2.689 0.1298 -0.0537 0.0480
H -3.140 1.273 2.025 0.0381 0.0234 0.0929
H -2.224 3.484 0.162 -0.0343 0.0669 0.0299
H -3.855 3.543 0.784 0.0204 0.0286 0.0062
H -3.429 2.302 -1.487 0.0296 -0.1381 -0.0239
H -4.600 1.696 -0.328 0.0254 -0.1277 -0.0046
H -4.591 -0.318 -0.898 0.0206 0.0813 -0.0414
H -5.061 -2.526 -1.223 0.0013 0.0442 0.0174
F 0.812 4.136 -5.446 0.0374 0.0040 -0.0162
C 0.297 3.616 -4.351 -0.1649 0.0449 0.0386
F -0.904 3.077 -4.653 0.1616 0.0740 0.0448
F 0.086 4.597 -3.457 0.0392 -0.1367 -0.0964
C 1.196 2.541 -3.764 -0.1999 -0.0040 0.1957
C 2.356 2.141 -4.406 -0.0779 -0.0118 0.1023
C 3.106 1.115 -3.846 0.0677 0.0357 -0.0441
C 2.658 0.519 -2.684 0.1128 -0.1895 0.0594
N 1.541 0.890 -2.048 -0.5914 0.0576 0.1961
C 0.834 1.895 -2.579 0.5234 -0.0092 -0.2193
S -0.631 2.306 -1.708 -0.6211 -0.4124 0.4741
H 2.657 2.620 -5.329 0.0143 0.0000 0.0132
H 4.021 0.784 -4.315 -0.0088 -0.0407 0.0176
H 3.216 -0.301 -2.247 -0.0170 0.0114 -0.0506
C -0.732 -0.751 -3.612 0.0441 0.2331 -0.2108
O -0.712 -1.068 -2.187 0.2319 0.6064 0.5114
H -1.549 -0.066 -3.835 0.0003 -0.0041 0.0586
H -0.847 -1.666 -4.189 -0.0087 -0.0427 0.0863
H 0.217 -0.291 -3.870 -0.0395 -0.0620 0.0301
H -1.227 -1.874 -2.083 -0.0724 -0.0046 0.1967

---

No. 2
79
Properties=species:S:1:pos:R:3:forces:R:3 method="wB97M-V/def2-TZVPD" e_above_lowest_ev=0.014 homo_lumo_gap_ev="5.97 / 6.92" s_squared=0.754 lumo_energy_ev="3.6052 / 3.8086" spin_multiplicity=2 charge=-2 energy_ev=-99954.84736
Ta -0.047 0.785 1.204 0.0853 -0.4687 0.0127
C -1.089 -5.842 0.719 0.0008 0.0138 0.0097
C -0.425 -4.499 0.572 -0.0049 -0.0023 0.0005
C -0.362 -3.865 -0.663 0.0021 0.0095 0.0022
C 0.182 -2.604 -0.787 -0.0203 0.0012 -0.0362
C 0.708 -1.937 0.322 -0.0556 -0.0639 0.0495
N 1.206 -0.622 0.230 -0.0159 0.2640 -0.0136
C 2.152 -0.297 -0.733 0.0820 -0.0255 -0.0572
C 2.731 -1.281 -1.556 -0.0317 -0.0195 0.0330
C 3.571 -0.976 -2.606 -0.0078 0.0134 -0.0077
C 3.910 0.337 -2.904 0.0085 0.0045 0.0001
C 4.751 0.705 -4.097 -0.0073 -0.0061 0.0096
C 3.448 1.303 -2.028 -0.0033 0.0056 0.0234
C 2.631 1.022 -0.937 0.0256 0.0368 0.0442
C 2.421 2.155 0.065 0.0320 -0.0305 -0.0074
O 1.580 1.833 1.105 -0.0596 0.1963 -0.1115
C 3.779 2.447 0.777 -0.0351 -0.0069 0.0652
F 4.176 1.357 1.440 0.0099 0.0163 0.0096
F 3.641 3.440 1.674 0.0121 0.0048 -0.0157
F 4.791 2.792 -0.036 0.0000 -0.0089 -0.0005
C 1.902 3.482 -0.623 0.0367 -0.0038 -0.0063
F 1.064 4.135 0.177 -0.0032 0.0185 0.0310
F 2.919 4.338 -0.902 -0.0018 -0.0379 -0.0032
F 1.283 3.256 -1.780 -0.0196 -0.0128 0.0197
C 0.606 -2.546 1.582 0.0088 0.0257 -0.0248
C 0.051 -3.820 1.682 -0.0059 -0.0200 -0.0124
C 0.982 -1.690 2.792 0.0300 0.0187 0.0394
O 0.349 -0.455 2.757 0.0576 0.0276 -0.0706
C 2.549 -1.484 2.906 0.0133 -0.0107 -0.0083
F 3.203 -1.764 1.776 -0.0056 -0.0079 -0.0160
F 3.099 -2.294 3.846 -0.0747 -0.0480 0.0061
F 2.848 -0.238 3.258 -0.0445 0.0232 0.0348
C 0.486 -2.299 4.134 -0.0419 0.0790 0.0182
F 0.830 -1.513 5.166 0.0104 -0.0223 -0.0235
F -0.860 -2.368 4.133 0.0406 -0.0043 -0.0021
F 0.930 -3.535 4.417 0.0610 0.0155 0.0293
H -0.797 -6.522 -0.085 0.0005 -0.0006 -0.0022
H -2.176 -5.736 0.685 0.0078 -0.0019 0.0036
H -0.829 -6.309 1.670 -0.0032 0.0018 -0.0077
H -0.784 -4.348 -1.539 0.0035 -0.0004 0.0086
H 0.165 -2.082 -1.734 0.0251 0.0061 0.0060
H 2.494 -2.318 -1.372 -0.0029 0.0060 -0.0014
H 3.958 -1.784 -3.219 -0.0009 -0.0003 0.0000
H 5.094 -0.189 -4.620 0.0030 0.0047 0.0034
H 5.632 1.283 -3.804 -0.0061 -0.0001 -0.0019
H 4.184 1.309 -4.809 0.0015 -0.0105 -0.0017
H 3.751 2.331 -2.194 0.0052 -0.0022 -0.0007
H -0.047 -4.302 2.643 -0.0070 0.0045 -0.0141
O -2.215 2.438 -6.602 -0.0638 -0.0106 0.0077
C -2.930 3.228 -5.958 0.0933 0.0705 0.0162
O -3.761 4.071 -6.359 -0.0042 -0.0446 -0.0163
C -2.750 3.178 -4.418 -0.0338 0.0057 -0.0247
C -3.408 4.085 -3.599 -0.0009 -0.0119 0.0249
C -3.227 4.019 -2.225 0.0232 0.0224 -0.0003
N -2.445 3.130 -1.624 -0.0312 0.0042 0.0115
C -1.819 2.253 -2.412 -0.2073 -0.1012 0.0856
C -1.939 2.236 -3.797 0.0268 -0.0435 0.0083
C -0.953 1.228 -1.730 0.5608 0.3360 -0.3668
O -0.555 0.232 -2.286 -0.2390 -0.1068 0.0746
O -0.555 1.584 -0.512 -0.1884 -0.1901 0.0486
H -4.052 4.823 -4.058 0.0001 -0.0033 -0.0096
H -3.735 4.722 -1.569 0.0041 -0.0076 -0.0070
H -1.411 1.505 -4.393 -0.0058 0.0094 0.0074
C -4.311 0.605 2.183 -0.0181 0.0028 -0.0050
C -3.323 -0.418 2.730 -0.0355 0.0634 -0.0632
C -4.021 -1.482 3.563 0.0144 -0.0433 -0.0168
O -2.408 0.322 3.531 -0.0818 -0.0366 -0.0384
C -2.598 -1.072 1.532 0.1979 -0.1408 0.3682
O -2.837 -2.201 1.179 -0.0644 0.0711 -0.1624
O -1.707 -0.286 0.970 -0.1633 0.1628 -0.0378
H -4.791 1.115 3.021 -0.0048 0.0029 -0.0090
H -5.073 0.116 1.575 0.0023 0.0013 0.0021
H -3.790 1.345 1.575 0.0015 0.0032 0.0003
H -4.552 -0.998 4.384 0.0045 0.0107 -0.0012
H -3.293 -2.182 3.973 -0.0426 0.0105 -0.0122
H -4.725 -2.046 2.951 -0.0003 0.0080 0.0174
H -1.591 -0.181 3.647 0.0496 -0.0660 0.0453
S -1.094 3.481 3.520 0.0181 0.0005 -0.0406
C -0.773 2.364 2.502 0.0836 0.0396 0.0800

---

No. 3
76
Properties=species:S:1:pos:R:3:forces:R:3 method="wB97M-V/def2-TZVPD" homo_lumo_gap_ev=7.79 lumo_energy_ev=-1.2672 energy_ev=-269340.73642
C -2.370 1.601 -3.206 0.0284 0.0625 -0.1051
C -2.768 0.343 -3.226 -0.0666 -0.1423 -0.0486
C -1.913 -0.762 -2.740 0.0950 0.0068 -0.1124
C -2.050 -1.347 -1.553 0.2111 -0.2933 0.0870
Br -3.346 -0.857 -0.302 -0.1744 0.0479 0.0358
C -1.188 -2.513 -1.156 -0.0531 -0.1609 -0.0121
O -1.580 -3.358 -0.386 0.1102 0.2374 -0.0451
C 0.178 -2.583 -1.779 -0.2541 -0.0293 0.2482
C 1.212 -3.360 -1.080 0.0274 -0.0321 -0.0496
Br 2.080 -4.690 -2.108 -0.0235 -0.1082 -0.0683
C 1.484 -3.174 0.208 -0.0215 0.2261 0.1137
C 0.830 -2.133 1.072 0.0825 -0.0553 0.0323
Br 2.757 -4.203 1.128 0.0295 -0.1849 0.0142
C 0.328 -1.999 -2.969 -0.1326 0.2072 -0.2119
O 1.488 -1.950 -3.658 0.0034 0.0362 -0.0098
C -0.846 -1.319 -3.634 -0.0112 0.0315 -0.1853
O -0.908 -1.246 -4.838 0.0950 0.1011 0.2745
H -1.376 1.892 -2.895 -0.0130 -0.0157 0.0852
H -3.055 2.390 -3.484 0.0538 0.0351 -0.1343
H -3.762 0.081 -3.571 -0.0472 -0.0352 0.1021
H -0.025 -2.568 1.594 -0.0256 0.0184 -0.0366
H 0.499 -1.274 0.487 -0.0419 -0.0455 0.0043
H 1.534 -1.788 1.826 0.0343 0.0612 -0.0428
H 1.615 -2.749 -4.183 0.0671 -0.0899 -0.0275
C -2.418 6.675 0.828 0.1254 -0.0437 0.1010
C -2.234 5.718 -0.317 -0.0644 0.0274 0.0246
C -2.998 4.411 -0.241 -0.0243 -0.0008 0.0085
O -2.151 3.522 -0.986 -0.0537 0.0723 0.1467
C -0.890 3.998 -0.908 0.0849 0.0234 -0.0566
O 0.081 3.413 -1.279 -0.0763 -0.0897 -0.0164
O -0.877 5.227 -0.362 -0.0005 0.0225 -0.0339
H -1.696 7.488 0.757 -0.0343 0.0238 -0.0490
H -3.422 7.098 0.802 -0.0077 -0.0007 0.0038
H -2.269 6.170 1.784 -0.0187 -0.0136 -0.0109
H -2.427 6.215 -1.272 0.0175 0.0088 -0.0007
H -3.986 4.439 -0.693 0.0397 -0.0350 -0.0820
H -3.069 4.040 0.785 -0.0238 0.0365 0.0168
C -4.958 -4.587 0.417 0.0033 0.0616 -0.1476
C -6.227 -3.857 0.770 0.0885 -0.0824 0.0034
C -7.513 -4.652 0.672 -0.0073 -0.0192 0.0018
O -8.478 -3.637 0.373 -0.0110 -0.0348 -0.0211
C -7.832 -2.620 -0.251 0.0165 -0.0196 0.0115
O -8.367 -1.702 -0.782 -0.0061 -0.0070 -0.0006
O -6.495 -2.805 -0.178 0.0074 0.1162 0.0194
H -4.121 -3.893 0.345 0.0001 -0.0172 0.0651
H -4.730 -5.328 1.184 -0.0019 -0.0116 0.0000
H -5.060 -5.092 -0.545 -0.0214 -0.0148 0.0112
H -6.144 -3.390 1.756 -0.0010 0.0047 0.0001
H -7.793 -5.167 1.587 -0.0559 0.0727 0.0226
H -7.485 -5.361 -0.160 0.0374 -0.0310 0.0211
C 2.738 5.132 -0.106 -0.0661 0.1430 0.2118
C 2.716 6.240 -1.121 0.0344 -0.0530 -0.0227
C 3.925 7.154 -1.159 0.0228 -0.0055 0.0146
O 3.364 8.384 -1.633 0.0189 0.0074 0.0308
C 2.055 8.404 -1.283 -0.0174 0.0094 0.0127
O 1.344 9.353 -1.371 0.0083 -0.0039 0.0044
O 1.675 7.195 -0.818 -0.0207 -0.0041 -0.0613
H 1.758 4.666 -0.059 0.0325 -0.0967 -0.0488
H 3.469 4.374 -0.387 0.0065 0.0066 -0.0214
H 2.987 5.519 0.884 0.0430 0.0151 -0.0281
H 2.510 5.844 -2.119 -0.0282 -0.0064 0.0077
H 4.712 6.826 -1.833 -0.0355 0.0547 -0.0656
H 4.335 7.322 -0.160 0.0171 -0.0478 0.0058
C 6.878 -6.565 4.322 -0.0626 0.0558 0.1316
C 6.564 -5.429 3.386 0.0376 -0.0428 -0.0062
C 7.604 -4.329 3.292 0.0299 -0.0059 0.0091
O 6.807 -3.189 2.954 0.0312 0.0174 0.0472
C 5.555 -3.399 3.429 -0.0497 -0.0153 -0.0544
O 4.695 -2.583 3.459 0.0355 0.0744 0.0830
O 5.424 -4.680 3.849 -0.0268 -0.0117 -0.0753
H 6.005 -7.203 4.448 0.0138 -0.0246 -0.0546
H 7.693 -7.166 3.918 0.0090 -0.0001 0.0010
H 7.167 -6.188 5.304 0.0133 0.0095 -0.0142
H 6.322 -5.803 2.387 -0.0062 -0.0090 0.0033
H 8.358 -4.491 2.526 -0.0500 0.0510 -0.0584
H 8.085 -4.146 4.256 0.0236 -0.0452 0.0013